Entry 1:
Here is a molecular structure, C6H12O2 from the OMol25 dataset. Energies are from ωB97M-V/def2-TZVPD.

```
20
Properties=species:S:1:pos:R:3:forces:R:3:mulliken_charge:R:1
C 0.465350 -1.713793 1.067733 0.7 0.7 -1.2 -0.158
C 0.321380 -1.488155 -1.560315 0.0 0.1 0.1 -0.750
C -0.801691 -1.095140 1.395367 -0.4 0.8 -0.4 -0.398
O 1.074458 -0.975822 -0.443061 -0.5 -0.2 0.8 -0.243
H 1.328658 -1.441725 1.663343 0.0 0.0 0.0 0.218
H 0.481293 -2.746549 0.735004 0.1 0.1 -0.1 0.304
H 0.405084 -2.574907 -1.549423 0.0 0.0 0.1 0.324
H -0.716433 -1.163775 -1.496697 0.0 0.0 0.0 0.344
H 0.776673 -1.097370 -2.468570 0.0 0.0 0.1 0.311
H -0.832329 -0.092019 0.732696 0.0 -0.8 0.5 0.073
H -1.674828 -1.687278 1.130594 0.0 -0.1 0.1 0.281
H -0.845931 -0.715069 2.413916 0.0 -0.1 0.0 0.325
C -0.192751 2.628213 -0.021546 0.3 0.2 0.0 -0.237
O -1.407693 3.183729 -0.541540 0.1 -0.1 0.0 -0.508
C -0.076837 1.163478 -0.229574 -0.3 -0.1 -0.5 -0.406
C 1.072549 0.552661 -0.366297 0.0 -0.4 0.4 -0.618
H -1.978790 2.433106 -0.745637 0.1 0.0 0.1 0.302
H 0.631077 3.193120 -0.481715 -0.1 0.0 0.0 0.279
H -0.152805 2.825993 1.060330 0.0 0.0 -0.1 0.132
H 2.123566 0.811301 -0.294606 0.1 0.0 -0.1 0.425
```
Forces are in eV/Å.

Output
E_HOMO = -7.3 eV
charge = 0

=====

Entry 2:
Here is C6H12O2 in the gas phase from the OMol25 dataset. Energies are from ωB97M-V/def2-TZVPD.

```
20
Properties=species:S:1:pos:R:3:forces:R:3:mulliken_charge:R:1
C 2.361793 -0.897875 -1.478451 0.0 0.0 0.1 -0.671
C 1.081057 -0.603979 -1.615416 -2.0 -2.0 1.4 -0.330
C -0.141201 -0.988956 -0.325916 4.3 0.9 -4.0 -0.341
O -1.347663 -1.369899 -0.853980 -0.6 0.1 -0.2 -0.537
C -0.036689 0.292933 0.363519 -3.5 -0.6 4.7 0.287
C -0.593957 1.538216 -0.286481 0.3 -0.2 0.0 -1.492
C -1.094097 -0.059245 1.788277 1.8 1.4 -2.1 -0.684
O -0.983473 1.004644 2.698007 -0.1 0.1 0.5 -0.516
H 3.074975 -0.838216 -2.292582 0.0 0.3 0.0 0.278
H 2.769665 -1.236043 -0.532027 -0.1 -0.2 0.0 0.232
H 0.678884 -0.267223 -2.567444 -0.1 0.0 0.0 0.296
H 0.280946 -1.831358 0.218471 -0.1 0.1 0.0 0.531
H -1.713532 -0.642109 -1.373006 0.0 -0.1 0.1 0.363
H 0.950775 0.439624 0.798230 0.0 0.0 -0.2 0.470
H -1.542931 1.349866 -0.789579 -0.1 0.0 0.0 0.317
H -0.783046 2.286062 0.482919 0.1 0.0 0.0 0.414
H 0.111517 1.935378 -1.014086 0.0 0.1 -0.1 0.398
H -2.123500 -0.071190 1.432185 0.1 -0.1 0.0 0.303
H -0.841563 -1.021520 2.248087 0.1 0.0 -0.3 0.344
H -0.107959 0.980890 3.099274 -0.1 0.0 0.0 0.337
```
Forces are in eV/Å.

Output
SMILES string = C=C[C@H](O)[C@@H](C)CO
E_HOMO = -8.5 eV
charge = 0

=====

Calculated F_max, 1.50, 5.94 eV/A (same order as the records).